# C16H24O12

A cluster of 4 separate species, C16H24O12 in total in a non-equilibrium geometry (ωB97M-V/def2-TZVPD, the OMol25 dataset).

Each line ends with the Löwdin charge.
Atoms and positions in Å:
C  -0.92748  6.37471  2.10028  -0.0085
C  -1.71618  7.40839  1.21609  -0.3065
C  -2.29656  8.59342  1.91817  -0.0865
O  -1.75484  9.70987  1.22930  0.1193
C  -0.93360  9.34126  0.33000  -0.6100
O  -0.35543  10.17255  -0.35141  0.1328
O  -0.69003  8.03876  0.47998  0.0820
H  -1.63449  5.94186  2.80801  0.0868
H  -0.13963  6.92092  2.61895  0.0826
H  -0.20215  5.72371  1.61221  0.0841
H  -2.44270  6.83314  0.64220  0.1488
H  -2.10510  8.54374  2.99007  0.1392
H  -3.37787  8.54102  1.79124  0.1354
C  -0.24576  -10.65168  -2.25066  -0.0185
C  0.24782  -9.69572  -1.14537  -0.3632
C  -0.93074  -8.81076  -0.73430  -0.1094
O  -1.08099  -9.13480  0.60999  0.0778
C  -0.26577  -10.09209  1.03756  -0.4162
O  -0.48374  -10.78156  2.04947  0.1153
O  0.64224  -10.45799  -0.04699  0.0396
H  0.55902  -11.27976  -2.63271  0.0850
H  -0.95262  -10.29902  -3.00172  0.0830
H  -0.93577  -11.30918  -1.72183  0.0931
H  1.14156  -9.09301  -1.30692  0.1492
H  -1.75525  -9.12280  -1.37533  0.1268
H  -0.62344  -7.77543  -0.88176  0.1375
C  1.86549  4.92561  -3.53836  -0.0024
C  0.44332  4.41046  -3.10068  -0.2540
C  -0.59192  3.87043  -4.08597  -0.0687
O  -0.90509  2.62643  -3.47203  0.1041
C  0.00878  2.27545  -2.62018  -0.6358
O  0.05189  1.16023  -2.03359  0.0877
O  0.85993  3.18203  -2.50384  0.0999
H  1.93030  5.91363  -3.99411  0.0772
H  2.09929  4.32429  -4.41690  0.0815
H  2.51669  4.85260  -2.66733  0.0911
H  0.04369  5.07172  -2.33183  0.1502
H  -0.18573  3.94793  -5.09448  0.1362
H  -1.45848  4.52615  -4.00102  0.1342
C  1.72441  -3.08049  1.74153  -0.0256
C  0.82103  -2.16223  2.56180  -0.3057
C  1.50375  -1.90659  3.84986  -0.1322
O  1.25033  -0.57980  4.03743  0.1237
C  0.77090  -0.00744  3.01451  -0.6656
O  0.49922  1.15463  2.87864  0.1518
O  0.70399  -0.84547  2.02319  0.1392
H  1.94501  -4.03587  2.21763  0.0871
H  2.67479  -2.60348  1.50205  0.0957
H  1.27702  -3.52848  0.85427  0.0799
H  -0.14178  -2.62572  2.77692  0.1592
H  2.56619  -2.12180  3.73574  0.1412
H  0.98652  -2.38379  4.68224  0.1506

Atomic forces in eV per Å
-0.09 1.61 0.26
2.28 -2.15 1.06
-1.58 -0.70 0.64
-3.33 1.15 2.93
3.44 1.90 -1.74
-0.67 -2.20 0.26
0.74 -0.75 -2.68
0.43 -0.53 -0.05
-0.51 0.66 0.74
-1.17 -0.73 -0.78
0.10 0.42 -0.66
0.42 0.69 -0.05
-0.06 0.59 0.06
0.18 -0.59 0.80
0.33 0.23 -1.93
1.67 -0.28 -0.93
-0.72 0.67 1.38
-0.66 -4.58 0.83
1.72 2.97 -3.35
-1.96 0.34 3.68
-0.16 0.17 -0.31
0.78 0.79 -0.38
0.18 -0.42 0.38
-0.17 0.08 -1.06
-0.54 0.47 0.67
-0.64 0.14 0.23
-1.74 0.32 -1.25
2.45 0.64 0.00
0.10 2.15 1.24
-2.51 -0.12 -2.70
-0.79 -7.04 2.60
-0.37 3.68 -2.03
3.22 2.45 2.01
-0.46 0.41 0.59
0.74 -0.61 0.48
0.10 -0.19 -0.44
-0.27 -0.17 0.06
-0.24 -1.19 -0.19
-0.22 -0.32 -0.39
-0.54 -0.72 -0.85
0.63 -1.83 -1.07
-0.12 -1.23 0.82
1.29 1.60 4.53
-0.67 3.80 -2.35
-0.02 -0.15 0.70
-0.81 -2.43 -2.27
0.12 0.28 1.02
-0.14 0.10 -0.09
-0.22 0.89 -0.49
-0.34 0.27 -0.58
0.10 0.12 0.64
0.71 -0.66 0.00

## Properties
SMILES string: C[C@H]1COC(=O)O1.C[C@H]1COC(=O)O1.C[C@H]1COC(=O)O1.C[C@H]1COC(=O)O1
Charge: 0
Calculated total energy in a.u.: -1526.8720
HOMO-LUMO gap in eV: 10.51

---

# C3H39NO15S2

A cluster of 16 separate species, C3H39NO15S2 in total in a non-equilibrium geometry (ωB97M-V/def2-TZVPD, the OMol25 dataset).

Each line ends with the Löwdin charge.
Atoms and positions in Å:
S  -3.06993  -2.58128  1.95877  0.3168
S  -3.52756  -1.01870  0.88258  0.4099
C  -2.30752  0.34430  0.69951  -0.5081
C  -0.90562  0.01575  1.24365  -0.3346
N  0.05992  0.90988  0.71465  -0.1501
C  1.46895  0.81416  1.17150  -0.0671
H  -3.37905  -2.46513  3.20857  -0.2213
H  -2.33045  0.54023  -0.35629  0.0160
H  -2.68801  1.29236  1.14577  0.0508
H  -0.77917  -1.16272  1.02113  0.1134
H  -0.95668  -0.08461  2.37284  0.1261
H  -0.02619  0.74939  -0.30176  0.0676
H  1.99632  0.02415  0.54016  0.0939
H  1.66029  0.78246  2.25779  0.0663
H  1.84866  1.82213  0.91379  0.0791
H  2.40427  -2.66868  3.59014  0.0266
H  1.62364  -1.79339  2.56826  -0.0231
O  2.01258  -1.82684  3.41987  -0.0422
H  2.03248  -2.88298  0.30435  0.0025
H  2.98757  -3.61014  1.14615  0.0371
O  2.04313  -3.33472  1.17262  -0.0859
H  -3.57198  3.96658  1.71831  0.0667
H  -3.00142  3.60991  2.98852  0.0442
O  -3.13687  3.19801  2.14143  -0.0545
H  0.78646  1.19666  -4.21522  0.0273
H  0.62843  0.02183  -5.20130  0.0438
O  0.15192  0.72355  -4.76809  -0.0588
H  2.10804  2.49878  -2.44446  -0.0179
H  1.14242  1.49306  -1.73532  0.0237
O  1.85266  1.60876  -2.38775  -0.0202
H  -0.71282  0.62712  -3.01014  0.0289
H  -1.85363  0.79925  -2.13134  0.0713
O  -0.98862  0.34714  -2.10906  -0.0663
H  -1.05730  -3.08331  -3.07500  0.0459
H  -1.58153  -4.13446  -2.06287  0.0764
O  -1.04273  -3.33453  -2.14349  -0.0342
H  2.67137  5.02416  -2.47370  0.0383
H  1.80294  5.19374  -1.28589  0.0295
O  2.07735  4.50758  -1.93454  -0.0605
H  2.77178  -1.21898  -1.52167  -0.0024
H  3.30182  -2.55704  -1.61034  0.0382
O  3.62608  -1.65494  -1.59439  -0.0718
H  5.37438  -2.53971  0.14930  0.0307
H  4.00500  -1.79014  0.31649  0.0559
O  4.54694  -2.58904  0.59555  -0.0886
H  1.05683  0.21185  4.37851  0.0280
H  0.72631  1.63956  4.07241  0.0452
O  0.37702  0.89595  4.64469  -0.1029
H  0.47754  5.18676  0.52243  -0.0193
H  1.75699  4.88070  1.24811  0.0436
O  1.31705  5.54624  0.71350  -0.0470
H  -1.32482  3.55305  0.75231  -0.0004
H  -0.40491  2.56454  1.45315  0.0473
O  -0.52887  3.55706  1.24963  -0.0925
H  0.30217  -2.62893  -1.32196  0.0354
H  0.45154  -1.21338  -1.53286  0.0217
O  1.03804  -1.97006  -1.37954  -0.0851
H  -1.67982  -1.26735  -4.62350  0.0187
H  -0.80310  -0.84681  -5.77954  0.0415
O  -1.03179  -1.62086  -5.21846  -0.0536

Atomic forces in eV per Å
1.84 -2.12 -1.02
-1.57 1.80 -1.00
0.33 0.59 1.62
-1.49 -4.09 1.13
0.23 -0.31 0.25
0.19 0.57 -1.71
-0.67 1.02 1.53
0.24 -0.35 -0.37
0.07 -0.95 0.11
0.37 2.24 -0.12
0.26 0.94 -1.10
0.49 0.57 0.70
-0.22 0.84 1.34
-0.61 -0.77 -0.55
0.45 -0.62 -0.20
0.12 -0.77 -0.42
-0.23 -0.82 -1.29
0.06 1.93 2.07
-0.68 -0.13 0.49
-0.58 0.15 0.45
0.82 -0.15 -1.21
0.10 -0.79 -0.25
0.56 -0.26 0.97
-1.06 1.12 -0.68
0.53 0.07 0.07
0.61 -0.31 0.22
-0.48 0.86 0.23
0.26 2.29 0.48
0.46 0.65 -0.34
-0.91 -2.84 -0.26
0.61 -0.70 0.16
0.27 -0.46 0.62
-0.64 0.97 -1.29
0.11 -0.09 -0.01
0.16 0.28 -0.02
-0.56 -0.42 -0.10
0.42 -0.01 -0.55
0.00 -0.85 0.19
-0.28 0.76 0.39
-0.03 0.40 -0.34
0.30 -0.42 -0.14
-0.04 0.47 -0.28
0.79 0.30 -0.66
1.44 -1.47 0.11
-1.50 0.79 1.10
-1.13 0.36 0.74
-0.93 -0.82 1.15
2.07 0.31 -1.84
-1.56 -1.01 0.09
-0.15 -0.08 -0.01
1.83 1.24 -0.15
-1.20 -0.05 -0.45
-0.10 1.62 -0.93
1.45 -1.24 1.08
0.80 -0.16 -0.14
0.36 0.36 -0.07
-1.45 0.03 0.33
-0.53 0.37 0.52
-0.57 -0.97 0.52
0.57 0.10 -1.16

## Properties
Charge: 0
Calculated total energy in a.u.: -2117.3455
HOMO-LUMO gap in eV: 8.68

---

Computed HOMO level (eV) in order:
-10.21; -8.81
Computed relative energy (zero: lowest compared OMol25 entry of this formula, charge and spin) (kJ/mol) in order:
392.0; 277.9
Computed molecular weight (g/mol) in order:
408.36; 393.47